(1)
75
Properties=species:S:1:pos:R:3:mulliken_spin:R:1 method="wB97M-V/def2-TZVPD" homo_energy_ev="-7.684 / -8.654" orbital_gap_ev="7.898 / 6.916" de_lowest_kj_mol=105.1 multiplicity=5
Pd -0.556 0.166 0.630 1.41
C -2.347 -2.632 3.698 0.02
C -2.019 -1.387 2.921 -0.01
O -0.949 -1.356 2.309 0.10
C -3.036 -0.331 2.881 0.06
C -2.790 0.922 2.470 -0.05
C -3.835 1.938 2.168 0.05
N -1.461 1.291 2.209 0.62
N -0.691 1.525 3.240 0.28
C 0.632 1.358 2.958 -0.01
O 1.076 0.893 1.875 0.24
C 1.595 1.723 4.026 0.02
C 1.182 2.348 5.201 0.04
C 2.114 2.678 6.172 -0.01
C 3.458 2.386 5.979 0.03
C 3.872 1.762 4.809 -0.01
C 2.942 1.433 3.834 0.02
H -1.429 -3.118 4.019 0.00
H -2.990 -2.417 4.551 0.00
H -2.881 -3.314 3.030 0.00
H -4.047 -0.613 3.146 0.00
H -4.805 1.632 2.554 0.00
H -3.557 2.910 2.579 0.00
H -3.909 2.011 1.080 -0.01
H 0.132 2.567 5.340 0.01
H 1.792 3.166 7.083 0.00
H 4.184 2.645 6.739 0.00
H 4.919 1.535 4.656 0.00
H 3.243 0.953 2.912 0.00
C 4.231 0.055 -5.168 0.00
C 4.079 1.337 -4.654 0.00
C 3.512 1.518 -3.400 0.00
C 3.069 0.424 -2.654 0.00
C 3.231 -0.856 -3.176 0.00
C 3.813 -1.039 -4.426 0.00
P 2.321 0.791 -1.018 0.02
C 2.044 -0.904 -0.373 -0.01
C 0.970 -1.719 -0.739 0.07
C 0.771 -2.950 -0.119 0.02
C 1.659 -3.390 0.847 0.00
C 2.749 -2.599 1.197 0.02
C 2.933 -1.362 0.600 -0.02
C 0.594 1.227 -1.547 0.14
C 0.042 0.873 -2.794 0.05
C -1.173 1.393 -3.194 0.03
C -1.891 2.277 -2.379 0.00
C -1.400 2.625 -1.136 -0.01
C -0.207 2.039 -0.756 0.76
H 4.680 -0.089 -6.143 0.00
H 4.410 2.195 -5.225 0.00
H 3.409 2.519 -2.994 0.00
H 2.900 -1.718 -2.609 0.00
H 3.933 -2.041 -4.820 0.00
H 0.290 -1.417 -1.527 -0.03
H -0.083 -3.555 -0.394 0.00
H 1.504 -4.346 1.331 0.00
H 3.444 -2.939 1.954 0.00
H 3.759 -0.729 0.905 0.00
H 0.598 0.220 -3.457 0.01
H -1.574 1.119 -4.162 0.00
H -2.845 2.667 -2.710 0.00
H -1.947 3.285 -0.475 0.04
Br -1.920 -3.890 -4.925 0.00
C -2.913 -2.473 -4.160 0.00
C -3.930 -1.875 -4.888 0.00
N -4.658 -0.873 -4.401 0.00
C -4.380 -0.443 -3.169 0.00
C -3.375 -0.980 -2.377 0.02
C -2.623 -2.026 -2.888 0.00
C -3.075 -0.380 -1.025 -0.01
O -3.766 0.551 -0.629 0.01
O -2.057 -0.892 -0.428 0.10
H -4.160 -2.215 -5.891 0.00
H -4.977 0.371 -2.779 0.00
H -1.832 -2.464 -2.294 0.00

(2)
11
Properties=species:S:1:pos:R:3:mulliken_spin:R:1 method="wB97M-V/def2-TZVPD" homo_energy_ev="-8.554 / -8.554" orbital_gap_ev="9.241 / 5.935" de_lowest_kj_mol=37.9 multiplicity=2
S -1.966 -3.814 2.142 1.02
H -0.772 -3.625 1.522 -0.02
C -0.881 1.330 -0.996 0.00
S 0.741 1.901 -0.411 0.00
C 1.524 0.385 0.184 0.00
H -1.153 1.847 -1.917 0.00
H -1.734 1.461 -0.339 0.00
H -0.843 0.275 -1.265 0.00
H 2.129 0.716 1.028 0.00
H 0.808 -0.330 0.585 0.00
H 2.146 -0.147 -0.533 0.00